Entry 1:
{
  "formula": "C29H31CaN5S2Se",
  "method": "the ωB97M-V functional and the def2-TZVPD basis",
  "total_charge": -2,
  "e_homo_ev": -1.41,
  "lumo_ev": 4.223,
  "de_lowest_kcal_mol": 34.47,
  "orbital_gap_ev": 5.64,
  "species": ["Ca", "C", "N", "C", "C", "C", "C", "C", "C", "C", "N", "C", "C", "C", "C", "C", "C", "N", "C", "C", "H", "H", "H", "H", "H", "H", "H", "H", "H", "H", "H", "H", "H", "H", "H", "H", "H", "H", "H", "H", "S", "C", "S", "C", "C", "N", "C", "N", "C", "C", "C", "C", "C", "C", "Se", "C", "C", "C", "H", "H", "H", "H", "H", "H", "H", "H", "H", "H", "H"],
  "coordinates": [[0.468, 0.984, 1.229], [3.463, 0.283, 0.801], [2.887, 1.229, 1.746], [3.242, 0.860, 3.108], [3.213, 2.591, 1.432], [4.350, 3.200, 1.935], [4.609, 4.546, 1.719], [3.650, 5.313, 1.077], [2.517, 4.724, 0.563], [2.304, 3.330, 0.624], [1.261, 2.677, 0.057], [0.540, 3.196, -0.967], [0.997, 4.187, -1.866], [0.169, 4.747, -2.814], [-1.144, 4.324, -2.944], [-1.565, 3.240, -2.186], [-0.747, 2.659, -1.233], [-1.107, 1.440, -0.554], [-0.848, 0.324, -1.459], [-2.476, 1.408, -0.069], [4.556, 0.206, 0.924], [3.241, 0.600, -0.217], [3.022, -0.704, 0.962], [4.325, 0.722, 3.245], [2.752, -0.084, 3.362], [2.893, 1.637, 3.793], [5.058, 2.618, 2.513], [5.528, 4.993, 2.078], [3.790, 6.382, 0.973], [1.742, 5.342, 0.130], [2.036, 4.486, -1.825], [0.551, 5.528, -3.463], [-1.816, 4.801, -3.646], [-2.562, 2.852, -2.353], [-1.534, 0.321, -2.318], [-0.947, -0.624, -0.928], [0.172, 0.389, -1.839], [-3.219, 1.369, -0.880], [-2.661, 2.293, 0.542], [-2.601, 0.521, 0.557], [-1.093, 1.354, 3.406], [-0.534, -0.188, 3.918], [0.442, -1.141, 2.887], [-0.880, -0.659, 5.186], [-0.407, -1.873, 5.689], [-0.053, -2.867, 6.158], [-1.695, 0.058, 6.060], [-2.351, 0.610, 6.835], [-4.617, -5.893, -2.294], [-3.311, -5.163, -2.150], [-2.377, -5.155, -3.173], [-1.172, -4.486, -3.058], [-0.195, -4.526, -4.191], [-0.875, -3.790, -1.880], [0.773, -2.847, -1.771], [-1.794, -3.805, -0.824], [-1.551, -3.134, 0.495], [-2.993, -4.487, -0.984], [-4.698, -6.337, -3.284], [-5.459, -5.215, -2.150], [-4.698, -6.691, -1.553], [-2.594, -5.686, -4.093], [-0.609, -5.036, -5.061], [0.711, -5.040, -3.872], [0.096, -3.513, -4.467], [-0.636, -2.544, 0.479], [-1.444, -3.880, 1.284], [-2.394, -2.492, 0.760], [-3.699, -4.484, -0.161]],
  "lowdin_charge": [1.044, -0.078, -0.315, -0.116, -0.212, -0.050, -0.127, -0.120, -0.051, -0.244, -0.085, -0.242, -0.052, -0.120, -0.125, -0.047, -0.215, -0.327, -0.103, -0.103, 0.093, 0.093, 0.085, 0.078, 0.026, 0.105, 0.101, 0.083, 0.091, 0.102, 0.102, 0.091, 0.084, 0.102, 0.101, 0.036, 0.079, 0.081, 0.092, 0.082, 0.428, -1.201, 0.484, -0.441, -0.310, 0.111, -0.317, 0.107, -0.081, -0.309, -0.052, -0.340, -0.143, -0.613, 0.454, -0.316, -0.115, -0.044, 0.059, 0.067, 0.068, 0.096, 0.058, 0.057, 0.037, -0.037, 0.084, 0.075, 0.112]
}



Entry 2:
{
  "formula": "C29H31O",
  "method": "the ωB97M-V functional and the def2-TZVPD basis",
  "total_charge": 1,
  "e_homo_ev": -10.54,
  "lumo_ev": -5.641,
  "de_lowest_kcal_mol": 0.00,
  "orbital_gap_ev": 4.90,
  "species": ["C", "C", "H", "C", "C", "C", "C", "C", "C", "C", "H", "H", "H", "H", "H", "H", "H", "H", "H", "H", "H", "H", "H", "C", "C", "C", "C", "C", "C", "C", "C", "C", "C", "O", "C", "C", "C", "C", "C", "C", "C", "C", "C", "C", "H", "H", "H", "H", "H", "H", "H", "H", "H", "H", "H", "H", "H", "H", "H", "H", "H"],
  "coordinates": [[-3.482, -1.208, 2.094], [-2.456, -2.124, 1.419], [-1.505, -1.571, 1.317], [-2.172, -3.331, 2.275], [-2.348, -4.585, 1.879], [-2.061, -5.713, 2.806], [-2.843, -4.914, 0.500], [-3.085, -3.733, -0.396], [-3.554, -3.993, -1.785], [-2.900, -2.489, 0.026], [-4.434, -1.727, 2.210], [-3.155, -0.898, 3.088], [-3.669, -0.308, 1.506], [-1.828, -3.159, 3.280], [-2.237, -6.675, 2.321], [-1.022, -5.694, 3.138], [-2.701, -5.665, 3.688], [-2.125, -5.584, 0.016], [-3.772, -5.488, 0.586], [-3.624, -5.065, -1.981], [-4.541, -3.559, -1.950], [-2.867, -3.565, -2.517], [-3.103, -1.684, -0.659], [0.782, 4.178, 5.740], [0.814, 3.336, 4.510], [0.649, 1.957, 4.587], [0.661, 1.179, 3.455], [0.841, 1.743, 2.175], [0.817, 0.870, 1.047], [0.801, 1.132, -0.341], [0.710, 2.418, -0.932], [0.771, 2.593, -2.284], [0.902, 1.495, -3.151], [1.071, 1.672, -4.546], [2.379, 1.952, -5.033], [3.125, 0.944, -5.647], [4.423, 1.171, -6.038], [5.000, 2.411, -5.845], [4.269, 3.426, -5.258], [2.972, 3.204, -4.862], [0.909, 0.206, -2.586], [0.866, 0.030, -1.233], [1.060, 3.134, 2.126], [1.031, 3.906, 3.261], [0.840, 5.239, 5.497], [-0.140, 4.021, 6.299], [1.618, 3.946, 6.400], [0.512, 1.499, 5.551], [0.532, 0.114, 3.533], [0.792, -0.178, 1.300], [0.536, 3.277, -0.317], [0.721, 3.580, -2.708], [2.675, -0.023, -5.776], [5.001, 0.375, -6.479], [6.024, 2.581, -6.135], [4.726, 4.389, -5.099], [2.402, 3.989, -4.402], [0.980, -0.642, -3.244], [0.893, -0.964, -0.817], [1.332, 3.604, 1.204], [1.189, 4.969, 3.188]],
  "lowdin_charge": [-0.069, -0.364, 0.112, -0.043, -0.286, -0.058, -0.112, -0.287, -0.058, -0.045, 0.089, 0.070, 0.072, 0.113, 0.079, 0.084, 0.087, 0.133, 0.137, 0.079, 0.087, 0.081, 0.113, -0.020, -0.227, -0.005, 0.015, -0.181, 0.134, -0.176, 0.021, 0.033, -0.151, 0.014, -0.218, -0.010, -0.072, -0.076, -0.073, -0.018, 0.038, 0.021, 0.013, -0.001, 0.087, 0.099, 0.102, 0.128, 0.123, 0.123, 0.100, 0.126, 0.116, 0.112, 0.109, 0.111, 0.107, 0.132, 0.128, 0.098, 0.125]
}



Entry 3:
{
  "formula": "C29H32BrFeN7",
  "method": "the ωB97M-V functional and the def2-TZVPD basis",
  "total_charge": 3,
  "multiplicity": 6,
  "e_homo_ev": [-16.56, -16.56],
  "lumo_ev": [-8.312, -12.287],
  "de_lowest_kcal_mol": 88.66,
  "orbital_gap_ev": [8.25, 4.27],
  "species": ["Fe", "C", "C", "C", "C", "C", "C", "C", "N", "N", "C", "C", "C", "C", "C", "C", "N", "C", "C", "C", "C", "C", "C", "N", "H", "H", "H", "H", "H", "H", "H", "H", "H", "H", "H", "H", "H", "H", "H", "H", "H", "H", "H", "H", "C", "C", "C", "C", "C", "Br", "N", "C", "H", "H", "H", "H", "H", "H", "C", "C", "N", "C", "C", "N", "H", "H", "H", "H", "H", "H"],
  "coordinates": [[-0.257, 0.047, -0.422], [3.410, 1.617, -0.625], [2.518, 2.442, 0.303], [2.555, 1.805, 1.645], [3.306, 2.389, 2.662], [3.299, 1.832, 3.920], [2.578, 0.681, 4.123], [1.885, 0.139, 3.063], [1.853, 0.687, 1.830], [2.736, 0.408, -1.199], [2.537, 0.584, -2.657], [1.379, 1.483, -3.044], [1.528, 2.357, -4.114], [0.460, 3.134, -4.521], [-0.739, 3.036, -3.857], [-0.846, 2.140, -2.816], [0.173, 1.368, -2.399], [3.338, -0.865, -0.827], [2.411, -1.941, -1.264], [2.848, -3.174, -1.711], [1.909, -4.100, -2.136], [0.573, -3.730, -2.174], [0.223, -2.472, -1.718], [1.115, -1.603, -1.234], [3.753, 2.256, -1.438], [4.276, 1.304, -0.042], [2.891, 3.463, 0.355], [1.496, 2.482, -0.086], [3.859, 3.297, 2.464], [3.820, 2.309, 4.740], [2.543, 0.197, 5.088], [1.357, -0.757, 3.215], [3.472, 0.978, -3.063], [2.348, -0.371, -3.145], [2.476, 2.425, -4.632], [0.569, 3.821, -5.350], [-1.592, 3.633, -4.145], [-1.783, 2.019, -2.288], [4.333, -0.978, -1.272], [3.457, -0.904, 0.260], [3.905, -3.404, -1.736], [2.216, -5.086, -2.461], [-0.187, -4.399, -2.551], [-0.798, -2.135, -1.749], [-5.957, 0.038, -1.416], [-4.917, 0.647, -0.522], [-5.264, 1.288, 0.664], [-4.296, 1.942, 1.400], [-2.986, 1.882, 0.960], [-1.702, 2.952, 1.828], [-2.598, 1.183, -0.108], [-3.570, 0.616, -0.843], [-6.906, 0.559, -1.303], [-6.133, -1.008, -1.154], [-5.658, 0.085, -2.462], [-6.299, 1.312, 0.979], [-4.548, 2.503, 2.289], [-3.239, 0.131, -1.751], [-3.333, -2.271, -2.376], [-2.746, -2.578, -1.041], [-1.894, -1.848, -0.324], [-1.675, -2.566, 0.834], [-2.391, -3.718, 0.813], [-3.058, -3.704, -0.373], [-2.843, -1.423, -2.845], [-4.396, -2.045, -2.274], [-3.255, -3.134, -3.038], [-1.035, -2.214, 1.581], [-2.478, -4.519, 1.527], [-3.681, -4.427, -0.701]],
  "mulliken_spin": [3.786, 0.002, 0.076, 0.002, 0.011, -0.004, 0.010, 0.010, 0.036, 0.703, 0.039, 0.019, 0.001, 0.001, 0.000, 0.005, 0.024, -0.014, 0.008, 0.011, 0.002, -0.005, -0.053, 0.052, 0.021, 0.007, -0.005, 0.009, 0.000, 0.001, 0.000, -0.001, 0.021, 0.010, 0.002, 0.000, 0.000, -0.002, 0.039, 0.017, 0.001, 0.000, 0.001, 0.062, 0.000, -0.004, 0.000, 0.002, 0.015, 0.001, 0.054, 0.005, 0.000, 0.000, 0.000, 0.000, 0.001, -0.020, -0.001, 0.004, 0.005, 0.037, -0.003, 0.003, 0.000, 0.001, 0.000, -0.002, 0.000, 0.000]
}